{
  "formula": "C5H11N2O3",
  "method": "the ωB97M-V functional and the def2-TZVPD basis",
  "elements": ["C", "C", "C", "C", "C", "N", "N", "O", "O", "O", "H", "H", "H", "H", "H", "H", "H", "H", "H", "H", "H"],
  "coordinates": [[-1.409164, -0.354162, 2.385743], [2.348723, 0.787677, -1.721798], [-0.589246, -0.239057, 1.079557], [0.422326, -0.522424, -2.021921], [-1.399396, 0.397911, -0.004819], [-1.489255, 1.717959, -0.058099], [-2.468720, 2.183256, -0.888574], [-3.228702, 1.372548, -1.500820], [-2.444676, 3.426384, -1.059169], [1.828931, -0.485177, -1.818334], [-2.383377, -0.712290, 2.166140], [-0.971847, -1.029181, 3.189047], [-1.593612, 0.557665, 2.845521], [3.138476, 0.753563, -0.919134], [1.641801, 1.312830, -1.052798], [2.515884, 1.260176, -2.618362], [-0.364990, -1.402706, 0.733053], [0.369595, 0.262098, 1.142980], [-0.036242, 0.370483, -2.508696], [0.162912, -1.351387, -2.651599], [-2.150239, -0.107750, -0.715763]],
  "forces_ev_per_a": [[1.6, -1.6, 0.3], [-0.8, -0.3, 5.5], [-0.4, -3.5, -0.9], [0.5, 1.3, -0.9], [-1.2, -0.4, -1.8], [-0.3, 0.0, 0.1], [1.4, -0.4, 0.1], [0.0, 1.0, 0.2], [-0.8, -0.5, -0.2], [-1.5, -1.5, -0.8], [-0.9, -0.7, -0.4], [-0.2, 0.6, -1.1], [0.0, 2.1, 0.8], [0.4, -0.1, -1.6], [-0.3, 0.8, -0.9], [0.7, 1.2, -2.0], [-0.4, 3.0, 0.8], [0.1, 0.1, 0.5], [0.7, -0.1, 0.7], [-0.1, -1.0, 0.2], [1.3, 0.1, 1.6]],
  "total_charge": -1,
  "de_lowest_kcal_mol": 59.9,
  "total_energy_ha": -532.11622
}


{
  "formula": "C5H11N2S",
  "method": "the ωB97M-V functional and the def2-TZVPD basis",
  "elements": ["C", "C", "C", "C", "C", "N", "N", "S", "H", "H", "H", "H", "H", "H", "H", "H", "H", "H", "H"],
  "coordinates": [[0.434705, -1.124241, -0.026089], [-0.448206, 0.526644, -1.312517], [-0.679759, -0.831481, -1.905539], [-0.197833, 1.356646, 1.996985], [0.709423, 1.335157, 0.761917], [0.328973, 0.212965, -0.120470], [-0.082964, -1.820621, -0.997055], [1.384267, -1.808977, 1.161917], [0.131591, 1.206358, -1.998144], [-1.359479, 1.072574, -0.981726], [-1.725453, -1.002254, -1.978298], [-0.164752, -0.931394, -2.820590], [-0.023179, 0.599078, 2.704687], [-0.233495, 2.390987, 2.452160], [-1.352617, 1.261086, 1.900896], [0.628434, 2.211655, 0.167940], [1.677178, 1.333728, 1.232965], [-0.086216, -2.791432, -1.099496], [1.059382, -3.196478, 0.860457]],
  "forces_ev_per_a": [[1.2, 1.4, 0.7], [0.3, 1.6, 0.2], [-0.7, -0.8, -0.5], [-3.5, 2.5, -0.2], [-1.5, -1.3, 1.7], [0.6, -1.1, -0.4], [-1.0, 3.1, -0.2], [0.6, -2.8, 1.4], [-0.5, -0.7, 0.7], [0.4, -0.5, -0.5], [-0.8, -0.4, -0.5], [0.1, -0.1, -1.3], [1.0, -0.7, 1.0], [0.8, -1.2, -0.1], [1.7, -0.1, -1.0], [-0.1, 0.7, -0.5], [0.9, -0.6, -0.7], [0.0, -1.4, -0.2], [0.5, 2.2, 0.5]],
  "total_charge": 1,
  "de_lowest_kcal_mol": 27.0,
  "total_energy_ha": -704.54761
}


{
  "formula": "C5H11N2S3",
  "method": "the ωB97M-V functional and the def2-TZVPD basis",
  "elements": ["C", "S", "C", "N", "C", "N", "C", "C", "S", "S", "H", "H", "H", "H", "H", "H", "H", "H", "H", "H", "H"],
  "coordinates": [[1.923585, 3.024107, 0.030613], [3.233775, 1.718447, -0.194111], [2.220659, 0.311788, 0.093605], [0.904612, 0.364458, 0.227567], [0.160667, -0.733785, 0.559061], [-1.048999, -0.824196, -0.388143], [-1.692010, -2.239647, -0.530930], [-2.051880, 0.070137, 0.095088], [1.513642, -2.484513, 0.389526], [3.006705, -1.235312, -0.094717], [2.446860, 3.437183, 0.879835], [0.989175, 2.521466, 0.376197], [1.694944, 3.691647, -0.754133], [-0.127337, -0.493720, 1.644448], [-0.682386, -0.448275, -1.360485], [-2.180483, -2.447151, 0.451213], [-2.402492, -2.131791, -1.351561], [-0.766955, -2.796882, -0.800939], [-2.580929, -0.501210, 0.970583], [-1.746206, 1.100074, 0.412937], [-2.814938, 0.097165, -0.655656]],
  "forces_ev_per_a": [[0.3, -1.8, 2.0], [-1.4, -0.5, -0.4], [-2.2, 0.3, -0.6], [2.5, -0.1, -0.7], [1.3, -0.2, 1.0], [1.9, -0.3, -1.4], [1.8, 1.4, 0.1], [-2.7, 0.4, 2.6], [-2.2, 1.4, 0.6], [1.0, 0.5, -0.2], [-0.7, 1.2, 0.2], [1.0, 0.4, -0.3], [0.4, 0.5, -1.1], [-0.4, -1.8, -1.4], [-0.7, -1.2, 2.3], [0.6, -0.2, -1.0], [0.0, -0.3, 0.2], [-1.3, -0.5, 0.3], [1.1, 1.5, -1.3], [0.1, -1.2, -0.5], [-0.5, 0.5, -0.5]],
  "total_charge": 1,
  "total_energy_ha": -1500.85913,
  "smiles": "CSC1=N[C@@H]([NH+](C)C)SS1"
}


{
  "formula": "C5H11N3",
  "method": "the ωB97M-V functional and the def2-TZVPD basis",
  "elements": ["C", "C", "C", "C", "C", "N", "N", "N", "H", "H", "H", "H", "H", "H", "H", "H", "H", "H", "H"],
  "coordinates": [[-1.686029, 0.873069, 0.500091], [-1.021294, -0.497901, -2.238332], [1.650715, 0.902027, 0.828764], [-0.260006, -0.512488, -0.961966], [1.042521, -0.452095, 0.563659], [1.329667, -1.419059, 1.487145], [0.972492, -0.915795, -0.776576], [-0.694941, -0.149291, 0.268702], [1.802016, -1.189634, 2.347684], [0.951120, -2.335903, 1.303033], [-2.007939, 0.845266, 1.543149], [-1.306606, 1.882972, 0.289146], [-2.567300, 0.713633, -0.133113], [-0.425536, -0.952522, -3.029352], [-1.962276, -1.042682, -2.137157], [-1.254033, 0.529458, -2.531216], [1.388785, 1.267713, 1.824927], [2.740187, 0.828116, 0.761162], [1.308457, 1.625114, 0.090249]],
  "forces_ev_per_a": [[0.2, 0.2, 0.1], [0.0, 0.0, -0.1], [0.1, -0.1, 0.0], [0.6, -0.2, 0.5], [-1.0, 0.2, 0.4], [0.1, 0.4, -0.1], [-0.1, 0.0, -1.1], [0.3, -0.2, 0.1], [-0.4, -0.2, -0.1], [0.3, 0.1, 0.3], [0.0, 0.0, -0.1], [-0.1, 0.0, 0.0], [0.1, 0.0, 0.1], [0.0, 0.0, 0.1], [0.0, 0.1, 0.0], [0.0, 0.0, 0.0], [0.0, -0.1, 0.0], [-0.1, 0.0, 0.0], [0.0, -0.1, 0.0]],
  "de_lowest_kcal_mol": 31.2,
  "total_energy_ha": -361.33966
}


{
  "formula": "C5H11N3",
  "method": "the ωB97M-V functional and the def2-TZVPD basis",
  "elements": ["C", "C", "N", "C", "N", "H", "H", "H", "H", "H", "H", "H", "N", "C", "C", "H", "H", "H", "H"],
  "coordinates": [[1.473316, 0.000978, 1.831033], [1.469667, -0.155275, 0.334093], [1.907802, 0.955796, -0.404878], [0.987212, -1.242850, -0.230875], [0.929911, -2.388258, -0.675241], [1.362730, -0.966162, 2.319203], [0.657295, 0.652735, 2.151096], [2.412940, 0.456242, 2.138609], [1.675899, 0.863331, -1.403398], [1.493591, 1.820013, -0.078111], [0.017136, -2.741865, -0.964111], [-1.255055, 2.193753, -0.461208], [-0.841272, 1.585881, -1.173287], [-1.265879, 0.391781, -1.134785], [-2.332079, -0.172676, -0.248731], [-0.912398, -0.259548, -1.927507], [-3.110946, -0.644993, -0.852740], [-1.896808, -0.941484, 0.395863], [-2.773063, 0.592602, 0.384975]],
  "forces_ev_per_a": [[-0.1, -0.2, -0.3], [-0.2, 0.3, 0.1], [0.2, -0.1, -0.8], [0.3, -0.2, 0.4], [0.1, -0.5, -0.4], [0.0, 0.1, 0.0], [0.0, 0.0, 0.1], [0.1, 0.0, 0.0], [0.2, 0.2, 0.8], [-0.1, 0.0, 0.0], [-0.1, 0.2, 0.2], [-0.1, -0.3, 0.0], [0.0, 0.0, -0.1], [-0.6, 0.8, -0.2], [0.2, -0.2, 0.2], [0.2, -0.3, 0.0], [0.0, 0.0, 0.1], [-0.1, 0.0, 0.0], [0.0, 0.1, 0.0]],
  "de_lowest_kcal_mol": 52.7,
  "total_energy_ha": -361.30549,
  "smiles": "CC(N)=C=N.[H]/N=C\\C"
}


{
  "formula": "C5H11N3",
  "method": "the ωB97M-V functional and the def2-TZVPD basis",
  "elements": ["C", "C", "N", "C", "N", "C", "C", "N", "H", "H", "H", "H", "H", "H", "H", "H", "H", "H", "H"],
  "coordinates": [[1.459148, 0.580981, 1.279494], [-1.447519, -1.387696, 0.353788], [-1.153131, 0.014608, 0.108290], [1.544124, -0.023618, 0.060851], [-2.340040, 0.749616, -0.058016], [-0.059637, 0.399214, -0.854996], [2.451780, -0.772037, -0.565642], [-0.079698, 1.676878, -1.245246], [-2.628907, 1.121051, 0.844213], [-2.200949, 1.512001, -0.724856], [0.498813, 2.274474, -0.656661], [2.106585, 0.310980, 2.103171], [0.871700, 1.473714, 1.423411], [-0.007496, -0.353792, -1.653033], [-0.526637, -1.961952, 0.419630], [-1.994853, -1.495157, 1.294195], [-2.077400, -1.789537, -0.445439], [3.154430, -1.409365, -0.046631], [2.429685, -0.920363, -1.636526]],
  "forces_ev_per_a": [[0.8, -0.2, 0.9], [0.2, 0.3, -0.8], [1.9, 0.7, 0.3], [-4.1, 1.8, -1.4], [-1.1, 0.5, -0.5], [2.2, -4.5, 3.1], [0.6, -1.5, -0.5], [-0.1, 2.4, -1.4], [0.2, 0.2, -0.2], [-0.1, -0.3, 0.4], [-0.3, 0.0, 0.3], [0.2, 0.1, 0.0], [-0.6, -0.2, 0.1], [-0.3, 0.4, -0.5], [0.1, 0.0, 0.0], [0.1, 0.2, -0.1], [0.0, -0.2, -0.1], [0.4, 0.4, 0.2], [-0.3, -0.1, -0.1]],
  "de_lowest_kcal_mol": 162.4,
  "total_energy_ha": -361.13063
}


Copy entry 3 word for word.
{
  "formula": "C5H11N2S3",
  "method": "the ωB97M-V functional and the def2-TZVPD basis",
  "elements": ["C", "S", "C", "N", "C", "N", "C", "C", "S", "S", "H", "H", "H", "H", "H", "H", "H", "H", "H", "H", "H"],
  "coordinates": [[1.923585, 3.024107, 0.030613], [3.233775, 1.718447, -0.194111], [2.220659, 0.311788, 0.093605], [0.904612, 0.364458, 0.227567], [0.160667, -0.733785, 0.559061], [-1.048999, -0.824196, -0.388143], [-1.692010, -2.239647, -0.530930], [-2.051880, 0.070137, 0.095088], [1.513642, -2.484513, 0.389526], [3.006705, -1.235312, -0.094717], [2.446860, 3.437183, 0.879835], [0.989175, 2.521466, 0.376197], [1.694944, 3.691647, -0.754133], [-0.127337, -0.493720, 1.644448], [-0.682386, -0.448275, -1.360485], [-2.180483, -2.447151, 0.451213], [-2.402492, -2.131791, -1.351561], [-0.766955, -2.796882, -0.800939], [-2.580929, -0.501210, 0.970583], [-1.746206, 1.100074, 0.412937], [-2.814938, 0.097165, -0.655656]],
  "forces_ev_per_a": [[0.3, -1.8, 2.0], [-1.4, -0.5, -0.4], [-2.2, 0.3, -0.6], [2.5, -0.1, -0.7], [1.3, -0.2, 1.0], [1.9, -0.3, -1.4], [1.8, 1.4, 0.1], [-2.7, 0.4, 2.6], [-2.2, 1.4, 0.6], [1.0, 0.5, -0.2], [-0.7, 1.2, 0.2], [1.0, 0.4, -0.3], [0.4, 0.5, -1.1], [-0.4, -1.8, -1.4], [-0.7, -1.2, 2.3], [0.6, -0.2, -1.0], [0.0, -0.3, 0.2], [-1.3, -0.5, 0.3], [1.1, 1.5, -1.3], [0.1, -1.2, -0.5], [-0.5, 0.5, -0.5]],
  "total_charge": 1,
  "total_energy_ha": -1500.85913,
  "smiles": "CSC1=N[C@@H]([NH+](C)C)SS1"
}